[1]
Formula: C35H52N2O6S4
Source: the Open Molecules 2025 dataset
Level of theory: ωB97M-V/def2-TZVPD

Cartesian coordinates (Å):
S (-2.682, -3.489, 1.142)
C (-3.633, -2.203, 1.457)
S (-3.433, -1.218, 2.906)
C (-1.966, -1.857, 3.759)
C (-1.386, -0.748, 4.670)
C (-0.225, 0.114, 4.037)
C (-0.030, -0.018, 2.540)
C (-0.868, 0.574, 1.615)
C (-0.714, 0.428, 0.258)
C (0.331, -0.347, -0.230)
C (1.202, -0.925, 0.676)
C (1.042, -0.769, 2.053)
S (2.247, -1.557, 3.116)
S (2.528, -1.892, -0.035)
C (1.652, -2.652, -1.404)
C (1.891, -3.946, -1.811)
C (1.142, -4.436, -2.860)
C (0.193, -3.670, -3.491)
C (-0.020, -2.364, -3.082)
C (0.723, -1.852, -2.032)
N (0.510, -0.509, -1.623)
N (-4.707, -1.756, 0.641)
C (-5.615, -2.826, 0.239)
C (-5.364, -3.397, -1.183)
O (-4.151, -2.955, -1.786)
C (-4.252, -1.550, -1.852)
C (-4.264, -0.885, -0.454)
H (-1.234, -2.331, 3.099)
H (-2.336, -2.653, 4.421)
H (-2.202, -0.086, 4.984)
H (-0.957, -1.245, 5.548)
H (-0.417, 1.163, 4.311)
H (0.698, -0.145, 4.566)
H (-1.684, 1.178, 2.013)
H (-1.383, 0.906, -0.459)
H (3.406, -1.136, 2.558)
H (2.651, -4.539, -1.311)
H (1.316, -5.458, -3.194)
H (-0.418, -4.064, -4.302)
H (-0.783, -1.767, -3.583)
H (-0.213, -0.051, -2.162)
H (-6.675, -2.556, 0.348)
H (-5.455, -3.650, 0.946)
H (-6.181, -3.018, -1.832)
H (-5.421, -4.488, -1.245)
H (-5.144, -1.218, -2.416)
H (-3.365, -1.194, -2.394)
H (-4.830, 0.059, -0.440)
H (-3.229, -0.600, -0.230)
C (2.435, 4.248, -2.162)
C (1.631, 3.329, -3.043)
C (2.219, 1.974, -3.341)
O (0.555, 3.661, -3.492)
H (1.895, 5.180, -2.029)
H (2.585, 3.788, -1.185)
H (3.400, 4.462, -2.629)
H (2.358, 1.421, -2.410)
H (3.174, 2.082, -3.858)
H (1.537, 1.417, -3.981)
C (6.396, -3.207, 3.114)
C (5.884, -2.581, 4.389)
C (5.994, -3.401, 5.650)
O (5.406, -1.470, 4.398)
H (6.256, -2.512, 2.289)
H (7.460, -3.431, 3.210)
H (5.843, -4.123, 2.901)
H (7.040, -3.633, 5.855)
H (5.424, -4.325, 5.545)
H (5.590, -2.832, 6.486)
C (-0.122, 6.331, 2.064)
C (-0.108, 5.687, 0.699)
C (-1.442, 5.434, 0.043)
O (0.927, 5.383, 0.149)
H (0.900, 6.454, 2.419)
H (-0.594, 7.313, 2.008)
H (-0.664, 5.699, 2.768)
H (-1.972, 6.378, -0.100)
H (-2.041, 4.764, 0.662)
H (-1.284, 4.969, -0.929)
C (5.141, 7.312, 1.362)
C (4.070, 8.332, 1.056)
C (2.899, 7.866, 0.229)
O (4.151, 9.471, 1.457)
H (5.921, 7.778, 1.961)
H (4.714, 6.480, 1.924)
H (5.581, 6.943, 0.434)
H (2.377, 7.060, 0.741)
H (3.243, 7.520, -0.747)
H (2.208, 8.695, 0.084)
C (-3.911, -4.656, -3.962)
C (-3.772, -5.362, -5.286)
C (-5.044, -5.737, -6.008)
O (-2.684, -5.618, -5.753)
H (-2.922, -4.451, -3.562)
H (-4.437, -3.712, -4.094)
H (-4.450, -5.287, -3.254)
H (-5.625, -4.841, -6.231)
H (-5.636, -6.417, -5.392)
H (-4.796, -6.237, -6.942)

The total energy is -95743.51059 eV. For the frontier orbital gap, the calculation gives 7.80 eV. The net charge is 0. As for the SMILES: S=C(SCCCc1ccc2c(c1S)Sc1ccccc1N2)N1CCOCC1.CC(C)=O.CC(C)=O.CC(C)=O.CC(C)=O.CC(C)=O.

Atom charges from the Mulliken analysis, given in e for atoms 1 to 5: atom 1 (S): -0.20, atom 2 (C): 0.29, atom 3 (S): -0.26, atom 4 (C): -0.64, atom 5 (C): -0.62

[2]
Formula: C35H52OOsP4
Source: the Open Molecules 2025 dataset
Level of theory: ωB97M-V/def2-TZVPD

Cartesian coordinates (Å):
Os (0.436, 0.227, -0.078)
P (0.724, -1.856, -1.119)
P (2.871, 0.098, 0.447)
P (-1.796, 0.642, -0.890)
H (2.207, 1.865, -1.530)
C (1.138, 1.856, -1.301)
C (0.691, 2.341, -0.005)
H (1.442, 2.659, 0.724)
C (1.429, -1.455, -2.757)
C (1.849, -3.186, -0.546)
C (-0.775, -2.809, -1.557)
C (3.626, 1.573, 1.242)
C (3.504, -1.218, 1.565)
C (3.984, -0.063, -1.020)
C (-2.572, 2.264, -0.517)
C (-3.192, -0.507, -0.594)
C (-1.789, 0.707, -2.713)
H (0.511, 2.071, -2.168)
H (-0.208, 2.961, -0.006)
H (1.445, -2.363, -3.381)
H (2.444, -1.050, -2.688)
H (0.801, -0.688, -3.217)
H (1.770, -4.078, -1.189)
H (1.598, -3.492, 0.477)
H (2.896, -2.864, -0.559)
H (-0.502, -3.773, -2.013)
H (-1.401, -2.263, -2.271)
H (-1.365, -3.018, -0.656)
H (4.718, 1.441, 1.286)
H (3.237, 1.680, 2.262)
H (3.411, 2.480, 0.665)
H (4.526, -1.500, 1.271)
H (2.868, -2.107, 1.529)
H (3.514, -0.852, 2.598)
H (5.001, 0.225, -0.715)
H (3.660, 0.607, -1.823)
H (4.013, -1.093, -1.396)
H (-3.578, 2.292, -0.962)
H (-1.978, 3.079, -0.951)
H (-2.651, 2.406, 0.568)
H (-4.036, -0.244, -1.251)
H (-3.523, -0.440, 0.448)
H (-2.912, -1.546, -0.789)
H (-2.662, 1.265, -3.076)
H (-1.814, -0.299, -3.150)
H (-0.886, 1.208, -3.076)
C (-0.337, 0.692, -6.004)
C (0.371, 0.382, -7.186)
C (0.348, 1.298, -8.239)
C (-0.371, 2.500, -8.124)
C (-1.102, 2.773, -6.962)
C (-1.129, 1.849, -5.908)
O (-0.273, -0.145, -4.916)
H (0.453, -0.802, -5.016)
H (0.912, -0.570, -7.251)
H (0.905, 1.063, -9.151)
H (-0.364, 3.222, -8.942)
H (-1.659, 3.706, -6.865)
H (-1.742, 2.009, -5.023)
C (-2.113, 3.153, 5.028)
C (-1.817, 3.541, 3.718)
C (-1.315, 2.616, 2.798)
C (-1.125, 1.279, 3.177)
C (-1.449, 0.898, 4.492)
C (-1.929, 1.825, 5.416)
P (-0.375, -0.011, 2.086)
C (0.862, -0.535, 3.362)
C (1.665, 0.474, 3.929)
C (2.597, 0.174, 4.924)
C (2.716, -1.135, 5.397)
C (1.913, -2.136, 4.854)
C (0.979, -1.839, 3.859)
C (-1.661, -1.316, 2.278)
C (-1.358, -2.622, 1.847)
C (-2.330, -3.626, 1.860)
C (-3.614, -3.351, 2.333)
C (-3.923, -2.069, 2.784)
C (-2.970, -1.051, 2.722)
H (-2.477, 3.879, 5.753)
H (-1.964, 4.574, 3.408)
H (-1.062, 2.943, 1.792)
H (-1.314, -0.137, 4.811)
H (-2.149, 1.498, 6.433)
H (1.516, 1.517, 3.636)
H (3.209, 0.973, 5.343)
H (3.436, -1.368, 6.186)
H (1.985, -3.160, 5.222)
H (0.346, -2.641, 3.491)
H (-0.342, -2.854, 1.504)
H (-2.065, -4.622, 1.505)
H (-4.368, -4.137, 2.331)
H (-4.918, -1.852, 3.172)
H (-3.272, -0.041, 3.014)

The total energy is -78768.54588 eV. The value obtained for the relative energy (zero: lowest compared OMol25 entry of this formula, charge and spin) is 0.00 kJ/mol. For the frontier orbital gap (alpha / beta), the calculation gives 8.61 / 3.83 eV. The spin multiplicity is 5. The expectation value of S² is 6.04. The net charge is +4.

Atom charges from the Mulliken analysis, given in e for atoms 1 to 5: atom 1 (Os): 1.92, atom 2 (P): 1.13, atom 3 (P): 0.29, atom 4 (P): 0.68, atom 5 (H): 0.39

[3]
Formula: C35H52P4PtSe
Source: the Open Molecules 2025 dataset
Level of theory: ωB97M-V/def2-TZVPD

Cartesian coordinates (Å):
Pt (-1.240, -0.470, -0.160)
P (-2.426, -1.080, 1.699)
P (-0.001, -2.337, -0.701)
P (-2.888, -1.113, -1.654)
H (-0.116, 1.800, -1.480)
C (-1.073, 1.274, -1.460)
C (-1.993, 1.548, -0.365)
H (-1.694, 2.254, 0.404)
C (-1.901, -0.559, 3.400)
C (-2.824, -2.846, 2.122)
C (-4.139, -0.372, 1.772)
C (1.088, -2.313, -2.211)
C (1.248, -3.023, 0.495)
C (-0.823, -3.974, -1.029)
C (-4.194, 0.116, -2.113)
C (-4.017, -2.551, -1.348)
C (-2.328, -1.525, -3.369)
H (-1.476, 1.187, -2.471)
H (-3.053, 1.643, -0.584)
H (-1.687, 0.514, 3.405)
H (-0.996, -1.097, 3.692)
H (-2.688, -0.769, 4.135)
H (-1.889, -3.381, 2.315)
H (-3.321, -3.328, 1.277)
H (-3.468, -2.923, 3.007)
H (-4.061, 0.718, 1.725)
H (-4.666, -0.662, 2.690)
H (-4.723, -0.702, 0.909)
H (1.624, -3.261, -2.351)
H (1.812, -1.499, -2.124)
H (0.475, -2.112, -3.093)
H (1.719, -3.927, 0.091)
H (0.745, -3.273, 1.434)
H (2.031, -2.293, 0.711)
H (-0.074, -4.750, -1.223)
H (-1.487, -3.914, -1.895)
H (-1.418, -4.263, -0.158)
H (-4.859, -0.322, -2.865)
H (-3.738, 1.020, -2.524)
H (-4.779, 0.393, -1.233)
H (-4.647, -2.737, -2.225)
H (-4.663, -2.331, -0.494)
H (-3.446, -3.452, -1.121)
H (-3.181, -1.678, -4.040)
H (-1.718, -2.431, -3.365)
H (-1.713, -0.702, -3.741)
C (1.476, 1.897, -5.642)
C (0.782, 2.749, -4.777)
C (0.474, 4.047, -5.184)
C (0.853, 4.504, -6.447)
C (1.545, 3.649, -7.306)
C (1.858, 2.350, -6.909)
Se (1.938, 0.096, -5.156)
H (1.328, 0.173, -3.819)
H (0.482, 2.406, -3.792)
H (-0.066, 4.702, -4.506)
H (0.610, 5.515, -6.759)
H (1.846, 3.992, -8.292)
H (2.398, 1.694, -7.586)
C (1.189, 4.648, 3.082)
C (2.355, 3.970, 2.727)
C (2.297, 2.658, 2.248)
C (1.048, 1.995, 2.130)
C (-0.106, 2.708, 2.497)
C (-0.042, 4.015, 2.962)
P (0.771, 0.265, 1.599)
C (2.505, 0.052, 0.936)
C (2.915, 0.235, -0.394)
C (4.273, 0.072, -0.749)
C (5.244, -0.253, 0.209)
C (4.867, -0.430, 1.531)
C (3.535, -0.286, 1.880)
C (1.046, -0.318, 3.435)
C (1.212, -1.710, 3.751)
C (1.375, -2.217, 5.040)
C (1.459, -1.358, 6.111)
C (1.385, 0.005, 5.878)
C (1.180, 0.524, 4.582)
H (1.237, 5.661, 3.455)
H (3.311, 4.464, 2.831)
H (3.238, 2.198, 2.010)
H (-1.074, 2.255, 2.437)
H (-0.953, 4.529, 3.237)
H (2.196, 0.506, -1.146)
H (4.595, 0.203, -1.771)
H (6.288, -0.368, -0.057)
H (5.608, -0.664, 2.289)
H (3.363, -0.420, 2.931)
H (1.177, -2.444, 3.050)
H (1.428, -3.290, 5.204)
H (1.593, -1.755, 7.112)
H (1.486, 0.680, 6.723)
H (1.135, 1.595, 4.527)

The total energy is -142844.64275 eV. The value obtained for the relative energy (zero: lowest compared OMol25 entry of this formula, charge and spin) is 281.64 kJ/mol. For the frontier orbital gap (alpha / beta), the calculation gives 7.32 / 3.38 eV. The spin multiplicity is 5. The expectation value of S² is 6.04. The net charge is +4.

Atom charges from the Mulliken analysis, given in e for atoms 1 to 5: atom 1 (Pt): 2.41, atom 2 (P): 0.46, atom 3 (P): 0.46, atom 4 (P): 0.54, atom 5 (H): 0.53